<P>
Formula: C3H14O5
Source: the OMol25 dataset
Level of theory: the ωB97M-V functional and the def2-TZVPD basis

Each line ends with the Mulliken charge.
Geometry (Å):
O 1.827 0.194 1.177  -0.2479
C 0.923 -0.447 0.760  -0.1116
C 0.384 -0.106 -0.620  0.0320
C 1.540 0.109 -1.601  -1.0686
H 0.170 -1.055 1.388  0.3350
H -0.354 -0.831 -0.968  0.4451
H -0.189 0.822 -0.455  0.0614
H 1.311 0.245 -2.685  0.3678
H 2.139 0.986 -1.341  0.2883
H 2.199 -0.757 -1.423  0.2622
H 0.748 3.749 0.718  0.2793
H 0.105 2.303 0.950  0.3523
O 0.538 2.922 0.279  -0.6303
H -1.330 1.708 2.280  0.2237
H 0.657 -2.590 -0.017  0.0792
O -0.768 1.240 1.641  -0.8170
H -2.058 1.182 0.775  0.3954
H -3.355 1.326 -0.190  0.2693
O -2.403 1.179 -0.197  -0.6466
H -0.537 -4.506 0.413  0.3677
H -0.499 -3.426 -0.511  0.3606
O -1.050 -4.245 -0.370  -0.5972

LUMO energy (Eh): -0.2072
Gap between HOMO and LUMO (eV): 4.04
HOMO (eV): -9.7



<Q>
Formula: C3H14O5
Source: the OMol25 dataset
Level of theory: the ωB97M-V functional and the def2-TZVPD basis

Each line ends with the Mulliken charge.
Geometry (Å):
C -1.049 -1.047 2.414  -0.7855
C 0.125 -0.540 2.095  0.7689
C 1.212 -1.236 1.425  -1.2960
O 0.342 0.892 2.186  -0.7277
H -1.087 -2.129 2.221  0.2090
H -1.952 -0.543 2.705  0.3197
H 1.024 -2.238 1.499  0.4376
H 1.368 -1.049 0.422  0.2575
H 2.185 -1.223 1.913  0.3875
H 1.314 1.177 2.559  0.4153
O 0.223 0.363 -2.547  -0.7558
H 0.207 0.713 -1.581  0.4855
H 1.159 0.646 -2.859  0.3284
O -1.561 2.571 -1.826  -0.6769
H -1.065 2.425 -2.691  0.3299
H -2.337 1.994 -1.840  0.3260
O -0.641 -2.042 -1.755  -0.6772
H -0.839 -2.775 -2.358  0.2833
H 0.014 -1.356 -2.268  0.4052
O 0.713 1.690 -0.224  -0.7723
H -0.128 2.232 -0.256  0.3497
H 0.772 1.473 0.766  0.3878

LUMO energy (Eh): 0.0192
Gap between HOMO and LUMO (eV): 10.10
HOMO (eV): -9.6
SMILES string: C=C(C)O.O.O.O.O



Verdict on stability: <Q> comes out on top.



<P>
Formula: C10H20N2O2
Source: the OMol25 dataset
Level of theory: the ωB97M-V functional and the def2-TZVPD basis

Each line ends with the Mulliken charge.
Geometry (Å):
C -3.446 0.594 -1.341  -0.9454
O -3.340 0.197 -0.017  -0.4341
C -2.066 0.353 0.506  1.3756
C -1.528 1.752 0.291  -1.7563
C -2.202 -0.159 1.971  -1.5447
N -1.054 -0.493 -0.332  0.4057
C -1.170 -1.890 -0.324  -0.1793
O -2.174 -2.476 -0.020  -0.5097
N 0.097 0.066 -0.804  -0.3642
C 1.273 -0.049 0.051  0.3839
C 2.099 -1.397 0.213  -1.1253
C 3.559 -1.053 0.339  -0.6529
C 3.681 0.203 -0.481  -0.6299
C 2.380 1.013 -0.158  -0.6593
H -4.265 0.043 -1.626  0.4691
H -2.684 0.306 -2.048  0.3126
H -3.432 1.723 -1.602  0.2502
H -1.399 1.975 -0.708  0.5264
H -0.568 2.096 0.867  0.2133
H -2.192 2.528 0.481  0.6064
H -1.232 -0.345 2.399  0.3117
H -2.614 -1.212 1.967  0.3828
H -2.951 0.592 2.285  0.4112
H -0.333 -2.476 -0.765  0.2918
H 0.249 0.133 -1.793  0.2420
H 0.890 0.052 0.985  0.0922
H 1.798 -1.843 -0.768  0.2272
H 1.575 -1.885 0.931  0.4991
H 4.169 -1.759 -0.064  0.4531
H 3.694 -0.750 1.452  0.2516
H 4.660 0.884 -0.257  0.2728
H 3.786 -0.191 -1.436  0.3322
H 2.665 1.678 0.815  0.2529
H 2.075 1.789 -1.010  0.2375

LUMO energy (Eh): 0.0276
Gap between HOMO and LUMO (eV): 9.58
HOMO (eV): -8.8
SMILES string: COC(C)(C)N(C=O)NC1CCCC1



<Q>
Formula: C10H20N2O2
Source: the OMol25 dataset
Level of theory: the ωB97M-V functional and the def2-TZVPD basis

Each line ends with the Mulliken charge.
Geometry (Å):
C -0.206 -4.055 0.173  -1.3705
C 0.071 -2.596 0.504  -0.0673
C -0.972 -1.677 -0.128  -1.2135
C -0.763 -0.210 0.264  0.7164
C -1.939 0.662 -0.202  -1.0630
C -1.892 2.083 0.369  -0.1090
C -3.069 2.914 -0.115  -1.3966
C 0.511 0.316 -0.373  -0.0996
O 0.855 0.052 -1.513  -0.7791
N 1.237 1.133 0.413  -0.1014
C 2.449 1.793 -0.025  -0.7308
C 3.680 0.863 0.024  0.4655
N 3.559 -0.180 -0.817  -0.2987
O 4.627 1.070 0.750  -0.6397
H 0.531 -4.702 0.642  0.3959
H -1.194 -4.346 0.527  0.3261
H -0.173 -4.220 -0.901  0.3364
H 0.063 -2.461 1.587  0.3024
H 1.065 -2.327 0.147  0.1742
H -1.970 -1.983 0.190  0.4569
H -0.927 -1.760 -1.214  0.3272
H -0.683 -0.133 1.353  0.4101
H -2.880 0.193 0.098  0.4729
H -1.918 0.706 -1.293  0.3624
H -1.927 2.038 1.462  0.2719
H -0.960 2.573 0.081  0.2355
H -3.079 2.977 -1.201  0.3430
H -3.008 3.921 0.292  0.4025
H -4.009 2.468 0.211  0.3271
H 0.967 1.267 1.371  0.3067
H 2.646 2.656 0.612  0.4056
H 2.316 2.129 -1.059  0.3149
H 4.284 -0.882 -0.867  0.2107
H 2.707 -0.281 -1.365  0.3050

LUMO energy (Eh): 0.0263
Gap between HOMO and LUMO (eV): 10.18
HOMO (eV): -9.5
SMILES string: CCCC(CCC)C(=O)NCC(N)=O



Verdict on stability: <Q> comes out on top.



<P>
Formula: C5H14PS
Source: the OMol25 dataset
Level of theory: the ωB97M-V functional and the def2-TZVPD basis

Each line ends with the Mulliken charge.
Geometry (Å):
C -1.039 -1.586 0.088  -1.2005
C -0.922 0.825 1.642  -1.2299
C -2.236 0.902 -1.037  -1.4106
C 0.658 0.494 -0.762  -0.9892
C 2.860 -0.686 0.323  -0.5030
P -0.927 0.183 -0.097  1.2876
S 3.910 0.522 -0.267  -0.0833
H -0.142 -1.975 0.540  0.3147
H -1.422 -2.076 -0.828  0.3750
H -1.614 -1.939 0.921  0.4183
H -1.164 1.891 1.862  0.3822
H 0.124 0.715 2.097  0.3052
H -1.793 0.400 2.125  0.4091
H -2.229 1.905 -1.207  0.4349
H -3.172 0.717 -0.662  0.4326
H -2.306 0.488 -1.976  0.4503
H 1.170 1.386 -0.454  0.5101
H 0.581 0.102 -1.858  0.2291
H 2.984 -0.831 1.391  0.3462
H 2.764 -1.661 -0.194  0.3255
H 3.914 0.224 -1.649  0.1957

LUMO energy (spin up / spin down) (Eh): -0.1489 / -0.1771
Total charge: +1
Gap between HOMO and LUMO (spin up / spin down) (eV): 8.63 / 6.72
HOMO (spin up / spin down) (eV): -12.7 / -11.5



<Q>
Formula: C5H14PS
Source: the OMol25 dataset
Level of theory: the ωB97M-V functional and the def2-TZVPD basis

Each line ends with the Mulliken charge.
Geometry (Å):
C -0.646 -0.453 -2.451  -1.3441
C -0.061 2.169 1.384  -1.1851
C 0.397 -1.263 1.711  -1.2308
C -0.436 -1.294 -1.181  -0.5810
C -0.567 1.252 0.277  -0.6549
P 0.357 -0.286 0.160  0.8483
S 2.178 0.305 -0.607  -0.2363
H -0.815 0.513 -2.319  0.4215
H 0.257 -0.528 -2.941  0.4258
H -1.434 -0.980 -3.041  0.3359
H 0.277 1.510 2.111  0.2441
H 0.808 2.715 0.929  0.3067
H -0.690 2.778 1.907  0.4164
H 0.605 -0.715 2.601  0.4074
H 1.107 -2.068 1.775  0.4318
H -0.482 -1.824 1.867  0.4354
H 0.009 -2.250 -1.164  0.5123
H -1.517 -1.663 -0.844  0.3524
H -0.475 1.786 -0.581  0.4725
H -1.717 0.915 0.266  0.4078
H 2.847 -0.618 0.140  0.2138

LUMO energy (Eh): -0.1159
Total charge: +1
Gap between HOMO and LUMO (eV): 11.35
HOMO (eV): -14.5



Verdict on stability: <Q> comes out on top.



<P>
Formula: F6H26O13P
Source: the OMol25 dataset
Level of theory: the ωB97M-V functional and the def2-TZVPD basis

Each line ends with the Mulliken charge.
Geometry (Å):
P -0.201 0.170 -0.007  1.4095
F 0.861 1.164 0.764  -0.2073
F 0.472 0.738 -1.383  -0.3922
F 0.967 -0.993 -0.004  -0.3540
F -1.193 -0.759 -0.881  -0.2974
F -0.849 -0.472 1.314  -0.4079
F -1.330 1.320 -0.055  -0.4441
O 0.667 -1.956 -2.947  -0.6997
H 0.246 -1.359 -2.318  0.3010
H 1.328 -1.410 -3.387  0.3336
O -0.717 0.764 3.696  -0.6301
H -0.344 0.091 3.114  0.3642
H -1.457 1.121 3.197  0.2964
O -3.786 2.306 -1.097  -0.6593
H -3.844 1.425 -0.719  0.2973
H -2.846 2.431 -1.286  0.3918
O 2.870 -3.513 0.300  -0.6582
H 2.180 -3.075 0.810  0.2798
H 2.460 -3.718 -0.547  0.3346
O 1.240 3.344 2.518  -0.7085
H 0.906 2.710 1.862  0.3936
H 0.479 3.521 3.079  0.2985
O -0.895 3.039 -2.407  -0.6712
H -0.803 2.411 -3.132  0.3369
H -0.382 2.651 -1.688  0.3146
O 0.039 -3.137 2.126  -0.7100
H -0.862 -2.814 2.283  0.3243
H 0.152 -3.092 1.172  0.2887
O -2.770 -0.404 -3.392  -0.6648
H -2.167 -0.263 -2.654  0.3146
H -3.468 -0.956 -3.029  0.2979
O -2.585 -2.953 0.348  -0.6295
H -1.942 -2.273 0.092  0.2627
H -2.490 -3.638 -0.322  0.2901
O 3.627 2.386 1.586  -0.6857
H 3.426 1.767 2.295  0.3214
H 3.054 3.146 1.764  0.3433
O 3.417 1.271 -3.233  -0.6715
H 2.905 2.067 -3.404  0.2901
H 3.374 1.152 -2.265  0.4023
O 3.295 0.315 -0.515  -0.8085
H 2.429 -0.027 -0.235  0.4168
H 3.386 1.138 -0.010  0.4324
O -2.638 -1.967 3.087  -0.6224
H -3.043 -1.104 2.966  0.2922
H -3.169 -2.564 2.545  0.2937

LUMO energy (Eh): 0.0844
Total charge: -1
Gap between HOMO and LUMO (eV): 10.56
HOMO (eV): -8.3



<Q>
Formula: F6H26O13P
Source: the OMol25 dataset
Level of theory: the ωB97M-V functional and the def2-TZVPD basis

Each line ends with the Mulliken charge.
Geometry (Å):
P 1.299 0.317 0.403  1.1637
F 1.888 1.803 0.029  -0.3732
F -0.194 0.848 0.025  -0.3593
F 1.449 -0.180 -1.064  -0.3330
F 0.823 -1.200 0.746  -0.3707
F 2.877 -0.113 0.615  -0.3859
F 1.188 0.721 1.940  -0.3431
O 8.256 1.575 -0.852  -0.6480
H 8.033 1.200 -1.703  0.3164
H 7.561 1.274 -0.267  0.3320
O -2.096 -4.919 -2.227  -0.6416
H -2.003 -4.775 -3.169  0.3122
H -1.255 -4.650 -1.859  0.3299
O 4.820 -5.089 -0.424  -0.6481
H 4.352 -5.754 -0.928  0.3110
H 4.290 -4.298 -0.519  0.3375
O 5.927 3.776 3.397  -0.6490
H 6.078 2.957 3.868  0.3156
H 4.998 3.753 3.167  0.3334
O -1.637 2.569 -5.011  -0.6585
H -2.584 2.452 -4.935  0.3193
H -1.289 2.262 -4.173  0.3397
O 0.881 -1.317 -7.692  -0.6402
H 0.267 -0.713 -7.273  0.3273
H 0.357 -2.093 -7.890  0.3125
O -6.145 -1.828 1.148  -0.6448
H -5.214 -2.016 1.273  0.3317
H -6.578 -2.259 1.885  0.3132
O -3.020 1.628 6.274  -0.6419
H -2.644 2.129 5.551  0.3281
H -3.736 2.175 6.598  0.3137
O -4.977 4.245 1.105  -0.6432
H -5.352 5.124 1.045  0.3156
H -4.031 4.384 1.053  0.3281
O -0.989 -7.340 2.476  -0.6495
H -1.153 -7.040 1.582  0.3211
H -1.238 -6.597 3.027  0.3269
O -1.453 -3.410 5.808  -0.6393
H -2.162 -3.380 6.450  0.3113
H -1.243 -2.492 5.639  0.3295
O 5.596 6.598 -1.869  -0.6354
H 5.561 5.892 -2.515  0.3209
H 4.882 7.186 -2.118  0.3145
O -6.584 2.222 -3.199  -0.6392
H -6.356 1.780 -2.381  0.3310
H -7.450 2.595 -3.037  0.3081

LUMO energy (Eh): 0.0746
Total charge: -1
Gap between HOMO and LUMO (eV): 10.50
HOMO (eV): -8.5



Verdict on stability: <P> comes out on top.



<P>
Formula: C3H6P2
Source: the OMol25 dataset
Level of theory: the ωB97M-V functional and the def2-TZVPD basis

Each line ends with the Mulliken charge.
Geometry (Å):
C -0.620 -0.547 -0.154  0.1081
C -0.036 0.507 -0.721  -0.6649
C -1.894 -1.155 -0.464  -0.9042
P 2.818 1.749 1.771  -0.0612
P 2.852 0.560 0.141  0.0383
H -0.175 -0.918 0.745  0.2824
H -0.440 1.377 -1.211  0.3134
H -2.218 -1.430 0.496  0.2904
H -2.602 -0.417 -0.838  0.2997
H -1.859 -1.931 -1.295  0.2435
H 4.174 2.205 1.529  0.0546

LUMO energy (spin up / spin down) (Eh): -0.0331 / -0.0313
Gap between HOMO and LUMO (spin up / spin down) (eV): 7.14 / 7.61
HOMO (spin up / spin down) (eV): -8.0 / -8.5



<Q>
Formula: C3H6P2
Source: the OMol25 dataset
Level of theory: the ωB97M-V functional and the def2-TZVPD basis

Each line ends with the Mulliken charge.
Geometry (Å):
C 1.276 -1.535 -1.699  -0.5968
C 0.675 -0.405 -1.307  -0.1235
P 0.178 -0.504 0.478  -0.0731
C -0.915 0.751 0.736  -0.3103
P -1.887 1.055 2.245  -0.0441
H 1.852 -1.613 -2.754  0.2174
H 1.622 -2.206 -0.895  0.2350
H 0.482 0.415 -1.979  0.3154
H -1.023 1.443 -0.021  0.3143
H -1.078 0.203 2.865  0.0034
H -1.180 2.396 2.332  0.0623

LUMO energy (Eh): 0.0043
Gap between HOMO and LUMO (eV): 8.59
HOMO (eV): -8.5
SMILES string: C=C/P=C/P



Verdict on stability: <Q> comes out on top.



<P>
Formula: C4H12O2
Source: the OMol25 dataset
Level of theory: the ωB97M-V functional and the def2-TZVPD basis

Each line ends with the Mulliken charge.
Geometry (Å):
C -1.270 0.028 1.753  -1.4075
C -0.522 0.764 0.650  -0.2234
C -0.763 0.134 -0.712  -0.6768
C 0.297 0.555 -1.754  -0.3727
O 0.738 -0.548 -2.565  -0.5437
H -2.352 0.006 1.597  0.3501
H -1.112 0.463 2.740  0.3742
H -0.989 -1.026 1.834  0.3285
H -0.785 1.819 0.742  0.3506
H 0.538 0.693 0.880  0.2400
H -0.759 -0.954 -0.647  0.3860
H -1.699 0.532 -1.109  0.2858
H 1.166 1.006 -1.267  0.2480
H -0.079 1.307 -2.440  0.3708
H 0.665 -1.309 -1.980  0.2850
O 1.950 -1.119 0.878  -0.6002
H 2.718 -0.677 1.249  0.3013
H 2.258 -1.675 0.153  0.3039

LUMO energy (Eh): 0.0225
Gap between HOMO and LUMO (eV): 10.69
HOMO (eV): -10.1
SMILES string: CCCCO.O



<Q>
Formula: C4H12O2
Source: the OMol25 dataset
Level of theory: the ωB97M-V functional and the def2-TZVPD basis

Each line ends with the Mulliken charge.
Geometry (Å):
C -0.224 0.081 3.261  -0.9952
C -1.269 1.073 2.732  -0.1827
O -1.804 0.599 1.545  -0.5096
H -0.637 -0.926 3.190  0.2889
H 0.174 0.231 4.265  0.3305
H 0.581 0.103 2.526  0.2623
H -0.795 2.030 2.515  0.2161
H -2.043 1.312 3.461  0.2996
H -1.095 0.316 0.963  0.2867
C 0.555 0.239 -3.205  -0.8855
C 0.684 -1.168 -2.654  -0.3620
O 1.041 -1.092 -1.277  -0.4965
H -0.296 0.745 -2.749  0.2402
H 0.359 0.060 -4.262  0.3230
H 1.457 0.841 -3.095  0.2993
H 1.487 -1.716 -3.146  0.2948
H -0.144 -1.872 -2.734  0.2997
H 1.969 -0.856 -1.334  0.2905

LUMO energy (Eh): 0.0297
Gap between HOMO and LUMO (eV): 10.84
HOMO (eV): -10.0
SMILES string: CCO.CCO



Verdict on stability: <P> comes out on top.